No. 1
The following is a DFT calculation (ωB97M-V/def2-TZVPD) of 35 unconnected molecules or ions with the total composition C5H84NO34P.

Output
- HOMO-LUMO gap: 0.2945 Ha
- DFT total energy: -86942.4256 eV

Atoms and positions in Å:
O 10.8269 -0.5876 1.6342
H -3.3033 1.1632 -4.3217
H 1.8913 -3.6772 2.2026
H 1.8024 2.9250 -0.9222
H 3.0708 2.7737 4.9199
H -5.9299 -0.0833 -2.6303
O 0.4527 -2.0352 1.6750
O 1.8727 -0.6990 6.6793
H 4.5450 2.9999 -2.4559
C -2.2310 1.6654 -0.5692
O 8.7485 -0.0258 3.7921
O -0.4086 -1.8240 5.3331
H -3.7825 -3.8005 4.2756
O -1.8321 -1.9530 -3.2587
H -7.5917 -1.9754 -1.1025
H 1.1359 3.0075 4.2936
H 2.2744 0.8456 0.3605
H -3.9367 -3.0631 0.0408
H 3.3898 1.0507 -0.9578
H 4.3528 1.9603 4.5249
O 0.7777 -2.2149 -4.6563
H -1.0711 0.5313 6.3593
H -5.0562 -1.3285 1.7757
H -0.6013 -4.8442 3.4493
O -0.2223 0.9722 6.4353
H 5.2876 0.7110 0.7899
O -3.8734 4.7183 -9.4534
H 4.4787 1.4587 1.8378
C 1.4936 1.9491 -1.3228
H -8.2026 2.9119 -3.8921
H -6.2403 -2.2074 -1.7736
H -6.2674 0.9485 -3.7294
H -3.9594 -2.3339 -2.4713
H -1.7456 3.7485 2.6825
H -4.3124 -2.3216 -6.2944
H -3.0159 3.3385 -7.3127
H 1.0064 -0.5716 -1.7732
O 3.3895 1.9806 4.4540
H -4.5838 -3.6916 -2.2581
H -1.7173 4.4052 -10.0510
H 1.2346 -2.2393 -3.8121
H -4.4361 -4.4399 0.4996
O -0.7721 4.5866 -10.1133
H -1.7462 -2.6224 -3.9482
H 2.7338 -0.8553 -2.0531
H -2.2704 0.4019 -2.3194
H 1.8219 -0.5853 7.6321
O 5.9542 0.9190 3.7463
O 9.1436 -2.9930 4.6026
O -1.8858 2.8227 2.4754
H -2.8817 -4.5375 -3.8292
O 3.7485 2.0499 7.5539
H 1.0236 1.7444 3.4683
H 8.3346 -2.6192 4.9639
O -2.5550 0.8173 -4.8162
H 0.4121 -2.5478 0.8622
H 1.2471 -2.8408 -5.2112
H 6.5755 0.4003 4.2684
O -2.9510 -3.7851 3.7985
H 0.3521 -2.2538 5.7430
H 2.0220 -1.3135 -0.5281
O 5.0832 1.5987 1.0983
H 2.4912 4.3383 6.5898
H 11.3076 -0.3890 0.8286
H -3.8396 0.6328 -1.6011
C 2.3412 0.8382 -0.7359
H 4.4761 2.6149 7.8259
H -0.1746 0.5016 -0.4536
O -7.6566 2.3419 -4.4373
O -5.8462 2.3932 -9.5992
O -2.0457 -4.8994 -3.5093
H -0.5500 4.4746 -11.0380
O 2.6240 -4.2446 2.4568
H -2.8061 -0.1038 -4.9928
H 4.0862 1.5242 6.8195
H 1.6576 3.0682 6.5748
O -4.1545 -1.0149 1.8816
H 11.4221 -1.1224 2.1645
H 6.4381 1.1066 2.9377
H -5.4496 1.5301 -9.7413
H 5.0979 2.5000 -1.1234
H 9.2522 0.1410 2.9856
H -1.9018 -0.7491 0.0315
O -4.5976 -2.9396 -2.8679
H 8.8478 -3.7759 4.1341
H -1.2936 -1.2224 -3.5819
O -4.4049 -3.8520 -0.2572
H -2.0491 -4.6846 -2.5731
O -6.2720 0.0041 -3.5246
H -8.1989 1.5678 -4.6134
H -0.6806 -4.1834 4.7948
H 9.3448 -0.5575 4.3250
H -2.2990 -1.4751 -1.3511
H -2.8869 -2.8927 3.4421
H -2.6866 2.6024 -0.9202
H -3.8521 -0.8870 0.9673
H -0.7153 2.1869 -2.2415
P -0.3788 1.8441 -0.9016
H -4.1018 3.7882 -9.5899
O -3.8809 -1.7931 -5.6221
O -3.0841 2.3934 -7.4656
O 0.5273 2.2961 4.0823
H -4.5761 -1.5724 -4.9909
H 1.6524 1.9889 -2.4081
H -0.0070 1.2633 5.5335
H -4.6302 5.0562 -8.9733
H 4.9040 -0.5712 8.2490
H 1.0610 -0.2492 6.3707
O -0.0426 -4.5467 4.1700
N -2.6319 -0.8216 -0.6633
H -2.5688 1.9706 -6.7668
C -2.7907 0.4870 -1.3511
H -1.3845 2.3592 3.1550
O -6.6631 -1.7497 -1.0323
H 1.1674 -1.4088 1.5237
O 4.8552 -0.7471 7.3083
H -6.2842 2.3191 -8.7483
H -0.2380 2.8472 0.0799
H 2.5832 -4.2181 3.4160
C 1.9963 -0.5480 -1.3093
H -2.4599 1.5836 0.4969
O 1.8026 3.8956 6.0887
H 3.9779 -0.4511 7.0356
H -0.1597 -1.7677 4.4037
O 5.2295 2.4437 -2.0782

These are the Löwdin partial charges, in e, on atoms 1 to 99:
1 O -0.0421
2 H 0.0376
3 H -0.0207
4 H 0.0619
5 H 0.0031
6 H 0.0040
7 O -0.0457
8 O -0.0731
9 H 0.0304
10 C -0.3906
11 O -0.0521
12 O -0.0529
13 H 0.0419
14 O -0.0740
15 H 0.0399
16 H 0.0249
17 H 0.0868
18 H 0.0189
19 H 0.0636
20 H 0.0078
21 O -0.0398
22 H 0.0538
23 H 0.0295
24 H 0.0268
25 O -0.0584
26 H 0.0562
27 O -0.0569
28 H 0.0304
29 C -0.4043
30 H 0.0466
31 H -0.0023
32 H 0.0076
33 H 0.0132
34 H 0.0378
35 H 0.0489
36 H 0.0223
37 H 0.0449
38 O -0.0676
39 H 0.0246
40 H -0.0036
41 H 0.0243
42 H 0.0527
43 O -0.0609
44 H 0.0310
45 H 0.0751
46 H 0.0581
47 H 0.0483
48 O -0.0585
49 O -0.0541
50 O -0.0640
51 H 0.0223
52 O -0.0466
53 H 0.0624
54 H 0.0359
55 O -0.0543
56 H 0.0445
57 H 0.0449
58 H 0.0276
59 O -0.0490
60 H 0.0367
61 H 0.0514
62 O -0.0453
63 H 0.0527
64 H 0.0435
65 H 0.0903
66 C -0.3361
67 H 0.0514
68 H 0.0092
69 O -0.0484
70 O -0.0454
71 O -0.0497
72 H 0.0250
73 O -0.0643
74 H 0.0090
75 H 0.0108
76 H 0.0439
77 O -0.0708
78 H 0.0456
79 H 0.0248
80 H 0.0464
81 H 0.0037
82 H 0.0168
83 H 0.0526
84 O -0.0597
85 H 0.0395
86 H 0.0318
87 O -0.0446
88 H 0.0316
89 O -0.0607
90 H 0.0447
91 H 0.0086
92 H 0.0233
93 H 0.0207
94 H 0.0258
95 H 0.0771
96 H -0.0210
97 H 0.0239
98 P 0.8158
99 H 0.0093

***

No. 2
The following is a DFT calculation (ωB97M-V/def2-TZVPD) of a molecular structure, C11H20B2F4N6O4ReSSbSe4.

Output
- HOMO-LUMO gap (alpha / beta): 0.2127 / 0.2020 Ha
- Multiplicity: 2
- Total charge: +1
- DFT total energy: -321974.2160 eV

Atoms and positions in Å:
Se 0.2825 2.4545 -0.5760
C 3.8645 -1.8520 0.4717
O 3.0442 0.8087 0.2905
F 3.3712 0.1604 2.5347
C -1.1342 -0.2285 -4.2706
C 0.6266 1.3197 -5.1042
F -1.2588 -1.7863 3.4852
H 1.3932 0.9103 -5.7585
H 2.3989 -4.0062 1.5023
H -0.1995 3.3305 4.5543
F -2.9543 -2.6738 2.1548
Se -3.5558 2.8724 0.6321
Se -1.5650 -0.4537 -1.0950
H -1.7560 0.1777 4.9766
H 4.1273 -2.3125 1.4243
H 1.6655 -4.1961 -0.0866
C -2.0698 0.9445 4.2637
C 0.1877 1.7020 3.2450
H 0.3893 2.3406 -5.3956
H 3.9702 -2.6097 -0.3087
B -1.8816 -1.8655 2.2512
N -2.3444 -0.7367 -4.4143
H 0.5388 1.9222 5.3175
O -0.8487 -2.4188 1.2716
C 1.3516 -2.2970 0.8147
N 0.2386 -1.6688 1.0412
H -2.8387 -0.7293 -6.4609
N -1.3017 0.4088 1.9991
H -2.6672 -1.3551 -3.6855
C -3.2494 -0.4026 -5.5043
H -3.0563 0.6788 3.8920
O 2.1448 2.1271 2.2047
H -3.4422 0.6728 -5.5167
N 2.0861 -0.1610 0.2895
O -2.3370 -0.4688 1.8558
H 0.6362 -4.2197 1.3546
C 2.4594 -1.3881 0.5051
C -1.1052 0.9854 3.1470
H 4.5382 -1.0244 0.2786
H -4.1885 -0.9206 -5.3384
Se -2.6791 2.8161 -3.4965
B 3.3071 1.2760 1.7084
S -0.1828 -0.6728 -2.8553
F 4.3916 2.0722 1.6845
C 0.5392 2.5396 4.4166
H 0.9795 1.3188 -4.0772
H -2.0934 1.9045 4.7760
N 0.9727 1.4871 2.2353
Sb -2.2305 2.3483 -1.2292
H 1.5208 2.9824 4.2826
H -1.1732 0.7128 -6.0124
Re 0.1663 0.4199 0.6209
C 1.5168 -3.7686 0.9076
N -0.5958 0.5231 -5.2035

Which charges does natural (NBO) predict for the atoms? In e, they are:
1 Se -0.0530
2 C -0.6852
3 O -0.5307
4 F -0.5414
5 C 0.4020
6 C -0.4197
7 F -0.5396
8 H 0.2235
9 H 0.2518
10 H 0.2531
11 F -0.4970
12 Se -0.4547
13 Se 0.0203
14 H 0.2879
15 H 0.2664
16 H 0.2517
17 C -0.6985
18 C 0.2406
19 H 0.2359
20 H 0.2502
21 B 1.2492
22 N -0.5366
23 H 0.2582
24 O -0.5103
25 C 0.2381
26 N -0.1183
27 H 0.2126
28 N -0.1866
29 H 0.4326
30 C -0.4454
31 H 0.2779
32 O -0.4973
33 H 0.2327
34 N -0.1599
35 O -0.5350
36 H 0.2766
37 C 0.3364
38 C 0.3876
39 H 0.2761
40 H 0.2492
41 Se -0.5696
42 B 1.2445
43 S 0.0766
44 F -0.4946
45 C -0.6850
46 H 0.2356
47 H 0.2497
48 N -0.0820
49 Sb 1.0097
50 H 0.2783
51 H 0.4213
52 Re 0.8280
53 C -0.6836
54 N -0.5303